Here is a molecular structure, C13H30F3O19S2V3 in a non-equilibrium geometry from the Open Molecules 2025 dataset. Energies are from ωB97M-V/def2-TZVPD.

ORCA input file:
```
! RIJCOSX wB97M-V def2-TZVPD def2/J DEFGRID3
* xyz 0 1
O -3.857 -2.351 2.284
V -2.444 -2.132 1.545
O -2.576 -2.698 0.029
O 3.706 -3.226 1.358
V 2.835 -2.711 2.619
O 3.808 -1.645 3.392
O -0.177 2.019 4.332
V 1.069 2.456 3.353
O 2.446 2.019 4.031
C 1.164 0.072 -0.610
F 0.262 0.945 -1.078
F 1.089 -0.974 -1.365
F 2.339 0.628 -0.682
S 0.616 -0.301 1.138
O 1.638 -1.083 1.745
O 0.530 1.029 1.750
O -0.624 -1.019 1.016
S 0.171 -4.051 2.751
O -1.092 -3.430 2.344
O 1.125 -4.222 1.630
O 0.993 -3.183 3.670
O -0.073 -5.321 3.422
C 3.637 3.255 1.219
O 2.308 3.519 1.595
C 1.458 3.743 0.453
C 0.230 4.468 0.941
O -0.299 3.798 2.097
C -1.424 4.509 2.663
H 3.714 2.393 0.551
H 4.263 3.099 2.096
H 4.104 4.087 0.677
H 1.197 2.782 0.024
H 2.033 4.291 -0.294
H -0.578 4.466 0.205
H 0.444 5.521 1.143
H -1.231 5.572 2.551
H -1.486 4.185 3.700
H -2.369 4.179 2.230
C -1.865 -1.219 4.772
O -2.011 -0.695 3.454
C -2.874 0.440 3.422
C -2.926 0.985 2.011
O -3.057 -0.054 1.017
C -3.151 0.432 -0.287
H -1.264 -0.578 5.421
H -1.319 -2.151 4.649
H -2.831 -1.372 5.254
H -2.401 1.153 4.107
H -3.850 0.196 3.851
H -1.960 1.447 1.787
H -3.727 1.714 1.886
H -4.087 0.942 -0.536
H -3.130 -0.388 -1.006
H -2.319 1.080 -0.582
C 2.965 -2.322 -7.952
O 1.817 -2.839 -7.312
C 0.815 -1.833 -7.170
C -0.156 -2.234 -6.064
O 0.576 -2.579 -4.916
C -0.325 -2.716 -3.820
H 2.835 -2.100 -9.020
H 3.656 -3.166 -8.011
H 3.380 -1.471 -7.414
H 0.302 -1.852 -8.137
H 1.219 -0.851 -6.911
H -0.792 -3.034 -6.456
H -0.787 -1.350 -5.915
H -0.769 -1.742 -3.593
H 0.207 -3.119 -2.962
H -1.125 -3.412 -4.092
*
```

Values from the calculation:
Energy ... -159753.671 eV
Kohn-Sham gap ... 5.529 eV



Here is a molecular structure, C13H30KN2O2 in a non-equilibrium geometry from the Open Molecules 2025 dataset. Energies are from ωB97M-V/def2-TZVPD.

ORCA input file:
```
! RIJCOSX wB97M-V def2-TZVPD def2/J DEFGRID3
* xyz 1 1
K -2.655 -2.807 -2.553
C 0.477 1.431 -3.730
C 1.361 1.577 -2.478
C 2.190 2.923 -2.788
C 2.881 3.528 -1.542
C 1.784 3.693 -0.432
C 0.984 2.431 -0.059
N 0.485 1.872 -1.328
O -0.422 0.834 -1.165
C 1.828 1.514 0.839
C -0.162 3.073 0.784
C 2.262 0.374 -2.278
H -0.221 0.598 -3.644
H 1.086 1.288 -4.622
H -0.170 2.280 -3.952
H 2.920 2.985 -3.595
H 1.554 3.745 -3.117
H 3.350 4.475 -1.810
H 3.693 2.855 -1.268
H 1.022 4.392 -0.778
H 2.264 4.104 0.456
H 2.331 1.911 1.721
H 1.095 0.809 1.229
H 2.488 0.853 0.277
H -0.843 2.258 1.025
H 0.211 3.314 1.779
H -0.711 3.884 0.305
H 3.113 0.545 -1.618
H 2.811 0.061 -3.166
H 1.635 -0.459 -1.959
H -1.217 1.365 -1.076
C -2.641 -2.021 3.124
C -3.207 -3.317 2.545
C -2.179 -4.404 2.173
O -1.304 -3.916 1.095
C -0.144 -4.626 0.977
N -4.160 -3.751 3.608
H -2.192 -1.532 2.259
H -1.938 -2.207 3.936
H -3.414 -1.358 3.514
H -3.743 -3.103 1.620
H -2.727 -5.247 1.751
H -1.558 -4.743 3.003
H 0.502 -4.374 1.818
H 0.375 -4.468 0.031
H -0.287 -5.704 0.895
H -3.789 -3.719 4.547
H -5.016 -3.217 3.649
*
```

Values from the calculation:
Energy ... -37359.528 eV
Kohn-Sham gap ... 6.403 eV



Here is a molecular structure, C13H31AgAs3F5NO3Te from the Open Molecules 2025 dataset. Energies are from ωB97M-V/def2-TZVPD.

ORCA input file:
```
! RIJCOSX wB97M-V def2-TZVPD def2/J DEFGRID3
* xyz -1 1
Ag 0.064 -0.628 -0.314
N -3.151 0.619 0.791
C -3.170 -0.639 1.586
C -1.891 -0.855 2.435
O -2.053 -0.991 3.653
O -0.788 -0.903 1.823
H -2.679 1.359 1.307
H -4.109 0.937 0.672
H -3.312 -1.459 0.886
H -4.014 -0.590 2.278
C 3.402 -2.710 1.646
As 2.368 -1.145 1.058
C 2.133 -0.317 2.805
C 3.863 0.020 0.475
C 4.374 -0.048 -0.988
C 4.389 -1.484 -1.489
C 3.523 0.847 -1.898
As 1.684 0.281 -2.357
C 2.056 -0.733 -3.994
C 1.154 1.957 -3.190
C 5.799 0.531 -0.974
As 7.052 0.534 -2.508
C 7.734 -1.306 -2.386
C 5.966 0.262 -4.122
H 4.279 -2.393 2.216
H 3.718 -3.311 0.795
H 2.763 -3.320 2.285
H 3.092 -0.256 3.327
H 1.402 -0.898 3.364
H 1.712 0.676 2.664
H 4.682 -0.202 1.171
H 3.542 1.042 0.695
H 3.394 -1.936 -1.423
H 5.073 -2.097 -0.899
H 4.698 -1.540 -2.537
H 4.032 1.011 -2.858
H 3.420 1.828 -1.425
H 2.790 -0.213 -4.613
H 1.118 -0.821 -4.542
H 2.417 -1.734 -3.761
H 1.877 2.238 -3.960
H 1.096 2.720 -2.416
H 0.159 1.831 -3.611
H 6.395 0.016 -0.211
H 5.740 1.575 -0.652
H 8.205 -1.442 -1.414
H 8.493 -1.443 -3.156
H 6.954 -2.055 -2.514
H 5.429 1.175 -4.378
H 5.259 -0.564 -4.047
H 6.676 0.049 -4.922
F -2.487 2.300 -2.837
Te -2.345 1.047 -1.391
F -1.409 0.193 -2.883
F -2.270 -0.902 -1.013
F -3.306 2.569 -0.618
F -4.065 0.500 -1.922
O -0.795 1.609 -0.620
*
```

Values from the calculation:
Energy ... -229014.255 eV
Kohn-Sham gap ... 7.266 eV



Here is a molecular structure, C13H31AgClN3O5 in a non-equilibrium geometry from the Open Molecules 2025 dataset. Energies are from ωB97M-V/def2-TZVPD.

ORCA input file:
```
! RIJCOSX wB97M-V def2-TZVPD def2/J DEFGRID3
* xyz 0 1
Ag 20.053 11.546 -15.512
Cl 20.598 14.298 -16.061
C 19.692 8.030 -15.535
O 19.036 9.253 -15.094
C 17.661 9.213 -15.274
C 17.079 10.627 -15.089
O 17.752 11.541 -15.922
C 17.128 12.826 -15.926
H 19.484 7.225 -14.831
H 20.763 8.217 -15.618
H 19.374 7.743 -16.536
H 17.159 8.546 -14.573
H 17.378 8.721 -16.205
H 17.255 11.042 -14.097
H 16.007 10.578 -15.279
H 16.091 12.662 -16.219
H 17.424 13.584 -16.651
H 17.177 13.324 -14.958
C 21.860 8.539 -18.574
C 21.587 10.047 -18.455
O 21.237 10.396 -17.318
N 21.707 10.895 -19.495
C 21.346 12.309 -19.452
H 20.992 7.904 -18.752
H 22.331 8.080 -17.704
H 22.582 8.461 -19.386
H 22.021 10.572 -20.399
H 22.208 12.959 -19.304
H 20.568 12.575 -18.736
H 20.948 12.535 -20.441
C 23.009 12.550 -12.895
C 22.484 11.164 -13.163
O 22.008 10.913 -14.259
N 22.484 10.161 -12.213
C 22.062 8.782 -12.339
H 23.059 12.932 -11.875
H 22.290 13.284 -13.261
H 23.885 12.637 -13.537
H 23.109 10.286 -11.428
H 22.840 8.201 -12.833
H 21.138 8.643 -12.899
H 21.930 8.387 -11.331
C 18.281 12.657 -11.316
C 19.042 12.922 -12.596
O 19.378 11.954 -13.289
N 19.183 14.122 -13.102
C 18.708 15.377 -12.455
H 18.892 12.946 -10.461
H 18.121 11.581 -11.254
H 17.294 13.116 -11.262
H 19.621 14.164 -14.011
H 19.146 16.241 -12.956
H 19.013 15.527 -11.419
H 17.622 15.389 -12.545
*
```

Values from the calculation:
Energy ... -45213.407 eV
Kohn-Sham gap ... 7.982 eV